No. 1
ORCA calculation (ωB97M-V with the def2-TZVPD basis set) on one molecule with the formula C11H20N2O7 at a distorted geometry.

Results
* energy above the lowest of the compared OMol25 structures with the same formula, charge and spin: 37.55 kcal/mol
* structure (SMILES): NC(=O)CC[C@@H]1NC[C@H]([C@@H](O)[C@H](O)[C@H](O)CO)OC1=O

CARTESIAN COORDINATES (ANGSTROEM)
N: -1.9486 5.9727 -0.7344
C: -2.2248 5.0003 0.2245
O: -3.3298 5.1569 0.7430
C: -1.2476 3.8883 0.4093
C: -1.1623 2.9989 -0.8198
C: -0.1497 1.8662 -0.6643
N: 0.4115 1.4470 -1.9545
C: 1.2336 0.1766 -1.8105
C: 0.9281 -0.6490 -0.5456
C: 1.6074 -2.0948 -0.6058
O: 2.9495 -2.0004 -1.0542
C: 1.7523 -2.6813 0.8261
O: 2.5741 -3.8889 0.5950
C: 0.4934 -2.9947 1.6506
O: 0.9013 -3.7708 2.7438
C: -0.6357 -3.7750 0.9307
O: -1.6690 -4.2857 1.8485
O: -0.4997 -0.5780 -0.2320
C: -0.9567 0.6461 0.0535
O: -1.9471 0.8599 0.7901
H: -2.5725 6.8262 -0.6842
H: -1.1389 5.7879 -1.2731
H: -0.2019 4.2730 0.4177
H: -1.4306 3.2485 1.2777
H: -2.0724 2.6588 -1.1619
H: -0.6967 3.5993 -1.5802
H: 0.7261 2.1108 -0.0796
H: -0.2933 1.1743 -2.6041
H: 1.0107 -0.4853 -2.6675
H: 2.2868 0.2918 -1.9759
H: 1.4128 -0.1452 0.2420
H: 1.0566 -2.8435 -1.2210
H: 3.3266 -2.8057 -0.6792
H: 2.3562 -2.0085 1.4311
H: 2.6618 -4.3706 1.4448
H: 0.1482 -2.0581 2.0727
H: 0.0867 -4.3221 2.8736
H: -0.1287 -4.5938 0.3959
H: -1.1581 -3.2481 0.1069
H: -2.4595 -4.3843 1.2700


No. 2
ORCA calculation (ωB97M-V with the def2-TZVPD basis set) on a 2-piece molecular cluster, C13H18N4O6S2 overall at a distorted geometry.

Results
* structure (SMILES): NS(=O)(=O)c1nc2ccc(O)cc2s1.CNC(=O)[C@H](CO)NC(C)=O

CARTESIAN COORDINATES (ANGSTROEM)
N: -2.5853 0.9955 3.6534
S: -3.3346 -0.1668 2.7086
O: -2.5941 -1.3885 3.0588
O: -4.7429 -0.2365 3.1134
C: -3.0708 0.3168 0.9648
N: -1.9321 0.7620 0.4616
C: -2.0561 0.9253 -0.9050
C: -1.0170 1.3684 -1.7215
C: -1.2235 1.4691 -3.1026
C: -2.4644 1.1402 -3.6550
O: -2.6450 1.2463 -5.0027
C: -3.5092 0.7110 -2.8271
C: -3.2944 0.6043 -1.4471
S: -4.3830 0.0948 -0.1804
H: -1.6095 1.0022 3.3752
H: -2.6792 0.6712 4.6053
H: -0.0676 1.6412 -1.2760
H: -0.4291 1.8132 -3.7570
H: -3.5458 0.9769 -5.2428
H: -4.4791 0.4584 -3.2418
C: 3.2713 2.2146 -0.3596
N: 2.4241 1.0262 -0.2812
C: 2.0396 0.4538 0.8684
O: 2.4193 0.8907 1.9474
C: 1.1873 -0.8265 0.7538
C: 1.1010 -1.6720 2.0360
O: 0.2189 -1.0835 2.9755
N: 1.5021 -1.6505 -0.4295
C: 2.6590 -2.2078 -0.7912
C: 3.8688 -2.1705 0.1213
O: 2.7419 -2.7605 -1.8744
H: 4.2287 2.0138 0.1258
H: 3.4467 2.4915 -1.3998
H: 2.7895 3.0442 0.1620
H: 2.1529 0.5737 -1.1403
H: 0.1795 -0.4670 0.5815
H: 0.7306 -2.6688 1.7919
H: 2.0927 -1.7628 2.4807
H: -0.6438 -1.5277 2.9395
H: 0.7540 -1.8020 -1.0891
H: 3.6491 -2.7096 1.0394
H: 4.6999 -2.6595 -0.3856
H: 4.1496 -1.1449 0.3454


Ordered highest occupied orbital energy results: -9.44 -9.42; unit eV.